{"formula": "C9H19O4P", "method": "the ωB97M-V functional and the def2-TZVPD basis", "relative_energy_kcal_mol": 0.0, "smiles": "CCOP(=O)(OCC)[C@@]1(C)OC1(C)C", "homo_energy_ev": -9.67, "max_force_ev_per_a": 6.17, "homo_lumo_gap_ha": 0.38564, "symbols": ["C", "C", "C", "C", "C", "C", "C", "C", "C", "O", "O", "O", "O", "P", "H", "H", "H", "H", "H", "H", "H", "H", "H", "H", "H", "H", "H", "H", "H", "H", "H", "H", "H"], "xyz": [[1.8958, 0.0098, -0.4166], [0.8207, -0.2863, 0.5234], [1.6424, 0.5603, -1.8115], [3.3161, 0.3123, 0.1695], [0.9339, -0.1888, 2.0018], [-2.5676, -3.2582, -0.5927], [-0.7493, 3.2919, 0.2795], [-1.4001, -2.6581, 0.2971], [-1.9185, 2.2894, 0.0295], [-1.3242, -0.2884, -1.5722], [1.5355, -1.3937, -0.0292], [-1.7342, -1.3242, 0.6315], [-1.6112, 1.1291, 0.5970], [-1.0393, -0.1382, -0.1641], [2.4484, 0.1442, -2.4732], [1.6801, 1.6891, -1.8844], [0.7432, 0.3020, -2.2165], [3.3064, -0.1065, 1.2250], [3.6444, 1.2719, 0.1813], [3.9797, -0.1959, -0.5315], [0.7251, 0.8700, 2.2887], [1.9831, -0.5790, 2.1926], [0.1479, -0.7999, 2.3864], [-3.5285, -3.0946, -0.1800], [-2.3289, -2.8004, -1.4783], [-2.4322, -4.3185, -0.5436], [-0.8149, 3.5616, 1.3518], [0.1638, 2.8158, -0.0928], [-0.8763, 4.2301, -0.2530], [-0.4164, -2.6728, -0.2411], [-1.3585, -3.2900, 1.1876], [-1.9289, 2.3057, -1.1268], [-2.9374, 2.6105, 0.2646]], "atomic_forces_ev_per_a": [[1.201, 0.582, 1.039], [-2.067, 0.141, -1.460], [3.216, 0.558, 0.255], [-2.137, -3.733, 0.311], [0.947, 0.921, -0.469], [2.509, -0.139, 2.733], [-1.641, 0.076, 0.960], [-0.841, -1.433, -0.952], [0.321, 4.299, -4.415], [0.226, 0.629, -1.758], [-0.152, 1.236, -1.394], [-0.090, 0.940, 1.279], [0.441, -3.433, 1.472], [1.622, -1.455, 2.258], [-0.620, 0.534, 0.397], [0.287, -1.160, 0.542], [-2.447, -0.991, -0.911], [0.772, 0.457, -1.685], [0.369, 3.209, 0.036], [0.301, -0.421, 0.496], [0.539, -0.805, 0.191], [-1.706, 0.625, 0.658], [-0.225, -0.600, 0.817], [-0.873, 0.784, 0.289], [-0.515, 0.591, -2.716], [0.235, -0.773, -0.667], [0.949, -0.304, -0.392], [0.016, 0.138, 0.601], [-0.180, 0.009, -0.272], [-0.928, -0.281, 0.434], [0.363, 0.580, 0.295], [-0.236, -0.947, 1.424], [0.342, 0.167, 0.606]]}



{"formula": "C37H82BFN4O27P5", "method": "the ωB97M-V functional and the def2-TZVPD basis", "charge": 1, "homo_energy_ev": -11.48, "max_force_ev_per_a": 0.80, "homo_lumo_gap_ha": 0.29292, "symbols": ["C", "C", "C", "C", "N", "O", "C", "O", "C", "C", "C", "C", "C", "C", "N", "C", "C", "O", "C", "N", "N", "C", "C", "F", "C", "C", "C", "O", "C", "O", "C", "C", "B", "O", "O", "H", "H", "H", "H", "H", "H", "H", "H", "H", "H", "H", "H", "H", "H", "H", "H", "H", "H", "H", "H", "H", "H", "H", "H", "H", "H", "H", "H", "H", "H", "H", "H", "H", "H", "H", "H", "H", "C", "O", "P", "O", "O", "C", "O", "C", "H", "H", "H", "H", "H", "H", "H", "H", "H", "C", "O", "P", "O", "O", "C", "O", "C", "H", "H", "H", "H", "H", "H", "H", "H", "H", "C", "O", "P", "O", "O", "C", "O", "C", "H", "H", "H", "H", "H", "H", "H", "H", "H", "C", "O", "P", "O", "O", "C", "O", "C", "H", "H", "H", "H", "H", "H", "H", "H", "H", "C", "O", "P", "O", "O", "C", "O", "C", "H", "H", "H", "H", "H", "H", "H", "H", "H"], "xyz": [[2.5250, 0.0161, 0.5449], [2.0281, 1.4003, 0.9954], [1.1274, 2.0949, -0.0428], [-0.1504, 2.7225, 0.5087], [-0.7962, 1.8339, 1.4920], [-2.2075, 1.8086, 1.1881], [-2.7226, 0.5784, 1.2932], [-2.3506, -0.3039, 2.0099], [-3.8979, 0.3995, 0.3708], [-3.6548, 0.3049, -0.9827], [-2.2648, 0.3725, -1.5599], [-1.7741, -0.9767, -2.1129], [-1.1462, -1.8644, -1.0282], [-1.1657, -3.3394, -1.4457], [-2.3270, -4.0373, -0.8547], [-3.4291, -4.1569, -1.7836], [-4.7503, -3.7511, -1.2101], [-3.2899, -4.5315, -2.9140], [-4.7520, 0.1027, -1.8238], [-4.6245, 0.0150, -3.1904], [-5.9996, -0.0340, -1.2962], [-7.1200, -0.3757, -2.2258], [-7.4798, 0.7284, -3.2101], [-6.7777, -1.5339, -2.8614], [-6.2383, 0.1012, 0.0616], [-7.6466, 0.0338, 0.6075], [-8.0323, -1.3578, 1.1026], [-8.5088, -2.0845, -0.0328], [-8.5020, -3.4431, 0.0982], [-8.2244, -4.1642, -0.7980], [-5.1900, 0.3057, 0.9193], [-5.3772, 0.4753, 2.3953], [-5.4688, 2.0093, 2.8675], [-5.3300, 3.0446, 1.9629], [-5.6133, 2.2871, 4.1940], [2.4713, -0.0669, -0.5412], [3.5647, -0.1402, 0.8220], [1.9155, -0.7791, 0.9729], [1.5197, 1.3010, 1.9517], [2.9054, 2.0285, 1.1439], [1.7004, 2.9082, -0.4907], [0.8806, 1.4175, -0.8619], [-0.8614, 2.8580, -0.3044], [0.0334, 3.7143, 0.9236], [-0.7304, 2.2286, 2.4227], [-1.5578, 0.7142, -0.8115], [-2.2478, 1.1299, -2.3492], [-1.0373, -0.7867, -2.8943], [-2.5839, -1.5344, -2.5924], [-0.1062, -1.5622, -0.8977], [-1.6887, -1.7578, -0.0903], [-0.2501, -3.8377, -1.1370], [-1.1935, -3.4024, -2.5362], [-2.0356, -4.9865, -0.6412], [-5.5270, -3.8053, -1.9658], [-4.6808, -2.7367, -0.8112], [-5.0123, -4.4194, -0.3896], [-5.0929, 0.7446, -3.7102], [-3.6597, -0.0291, -3.4852], [-7.9720, -0.6245, -1.6198], [-7.1023, 1.6939, -2.8760], [-7.1241, 0.4835, -4.2062], [-8.5626, 0.8174, -3.2593], [-8.3835, 0.3901, -0.1038], [-7.7084, 0.7310, 1.4416], [-7.1617, -1.8528, 1.5362], [-8.8005, -1.2838, 1.8741], [-8.8141, -3.7857, 1.0953], [-6.2901, -0.0139, 2.7433], [-4.5692, -0.0110, 2.9389], [-6.1632, 3.3059, 1.5620], [-6.1681, 1.6367, 4.6389], [7.2839, -3.5257, 0.9659], [8.1224, -2.4997, 0.4046], [7.5314, -1.3731, -0.5239], [6.0730, -1.2125, -0.5082], [8.1325, -1.6687, -1.9664], [7.9271, -2.9608, -2.5397], [8.3641, -0.1186, -0.0759], [8.1453, 1.1140, -0.7858], [7.7455, -4.4874, 0.7562], [7.2279, -3.3886, 2.0428], [6.2820, -3.4935, 0.5415], [6.9234, -3.3348, -2.3255], [8.6704, -3.6587, -2.1547], [8.0471, -2.8601, -3.6150], [7.1090, 1.4318, -0.6787], [8.3884, 0.9954, -1.8410], [8.8062, 1.8502, -0.3391], [4.6323, -0.6290, -3.3427], [5.4951, 0.4142, -3.8245], [4.9167, 1.5758, -4.7219], [3.4539, 1.6997, -4.7248], [5.5620, 1.3607, -6.1583], [5.3916, 0.0953, -6.8010], [5.7193, 2.8179, -4.1873], [5.4928, 4.0795, -4.8441], [5.0981, -1.5881, -3.5622], [4.5332, -0.5283, -2.2653], [3.6530, -0.5861, -3.8173], [4.3873, -0.2997, -6.6365], [6.1341, -0.6101, -6.4274], [5.5412, 0.2504, -7.8655], [4.4444, 4.3620, -4.7597], [5.7755, 4.0202, -5.8943], [6.1128, 4.8178, -4.3465], [4.7520, -4.6459, 5.4612], [5.3652, -5.8602, 5.9153], [6.4321, -6.6105, 5.0214], [6.9734, -5.8289, 3.9068], [5.7378, -7.9755, 4.5931], [4.4857, -7.9190, 3.9079], [7.4518, -7.0965, 6.1128], [8.5696, -7.8951, 5.6881], [3.6749, -4.7562, 5.5707], [5.0986, -3.8237, 6.0836], [5.0021, -4.4414, 4.4219], [4.4652, -7.0971, 3.1894], [3.6757, -7.8035, 4.6286], [4.3657, -8.8576, 3.3746], [9.1863, -7.3358, 4.9862], [8.2232, -8.8201, 5.2286], [9.1428, -8.1253, 6.5804], [2.1545, 9.6268, -5.6415], [1.2989, 8.5015, -5.8990], [1.8477, 7.2351, -6.6690], [3.3059, 7.1395, -6.7657], [1.0857, 7.2274, -8.0637], [1.1784, 8.3879, -8.8962], [1.1189, 6.0684, -5.9014], [1.3315, 4.7292, -6.3809], [1.6345, 10.5221, -5.9755], [2.3379, 9.6898, -4.5712], [3.1032, 9.5289, -6.1651], [2.1842, 8.8107, -8.8731], [0.4528, 9.1334, -8.5710], [0.9499, 8.0763, -9.9112], [2.3873, 4.4693, -6.3256], [0.9760, 4.6302, -7.4063], [0.7649, 4.0640, -5.7370], [-3.8231, 2.8645, 7.5408], [-4.0281, 1.5094, 7.9767], [-5.4564, 1.0259, 8.4462], [-6.5706, 1.8898, 8.0459], [-5.3356, 0.7565, 10.0030], [-4.8998, 1.8238, 10.8549], [-5.4821, -0.4433, 7.8695], [-6.6287, -1.2535, 8.1740], [-2.9647, 3.2588, 8.0800], [-3.6167, 2.8612, 6.4727], [-4.7002, 3.4782, 7.7349], [-5.3296, 2.7770, 10.5432], [-3.8118, 1.8813, 10.8427], [-5.2412, 1.5933, 11.8593], [-7.5339, -0.7928, 7.7790], [-6.7238, -1.3907, 9.2503], [-6.4647, -2.2172, 7.7012]], "atomic_forces_ev_per_a": [[-0.127, 0.200, -0.032], [0.273, -0.090, -0.329], [0.114, 0.247, 0.169], [-0.115, -0.062, -0.081], [0.160, -0.101, 0.011], [0.001, 0.097, -0.227], [0.024, -0.208, 0.344], [0.102, 0.105, -0.132], [-0.141, 0.119, -0.048], [0.343, -0.240, 0.373], [-0.109, 0.014, -0.404], [0.057, -0.073, 0.193], [0.042, -0.180, -0.575], [0.027, 0.146, 0.056], [0.175, -0.057, -0.210], [0.009, 0.017, 0.191], [-0.298, -0.090, -0.128], [0.025, 0.104, -0.252], [-0.434, 0.026, -0.091], [0.457, 0.390, 0.089], [0.087, 0.205, 0.139], [-0.073, -0.100, -0.164], [-0.127, -0.022, 0.207], [-0.019, 0.029, -0.032], [-0.220, -0.069, -0.477], [0.135, 0.119, 0.030], [-0.202, 0.166, 0.066], [0.392, -0.056, -0.074], [-0.125, -0.069, 0.131], [-0.079, -0.007, -0.197], [0.270, -0.138, 0.036], [-0.424, 0.212, 0.038], [0.273, 0.018, 0.196], [-0.005, -0.334, 0.051], [-0.611, 0.138, -0.498], [0.072, -0.047, -0.056], [0.015, -0.154, 0.075], [-0.005, -0.074, -0.020], [0.002, 0.049, 0.081], [-0.040, 0.092, 0.204], [-0.052, -0.030, -0.229], [-0.073, -0.166, 0.082], [-0.030, 0.115, -0.020], [0.055, -0.008, 0.147], [-0.183, -0.020, 0.058], [0.030, 0.020, 0.065], [-0.032, 0.058, 0.001], [0.027, -0.026, -0.040], [-0.111, 0.052, -0.002], [-0.052, 0.205, 0.263], [0.132, -0.024, 0.154], [-0.033, -0.034, 0.184], [0.063, -0.138, -0.057], [-0.110, -0.024, 0.138], [-0.054, 0.003, -0.049], [0.068, -0.011, 0.112], [0.060, 0.041, 0.132], [-0.297, -0.227, -0.062], [-0.006, -0.049, 0.017], [-0.014, -0.060, 0.226], [0.103, 0.053, -0.092], [0.082, 0.038, -0.050], [-0.032, -0.044, -0.074], [-0.137, -0.007, -0.039], [0.042, -0.029, -0.001], [0.031, -0.058, -0.009], [-0.138, -0.025, -0.063], [0.100, 0.024, 0.117], [0.112, -0.122, 0.020], [0.093, -0.010, 0.028], [0.088, 0.308, -0.045], [0.463, -0.102, 0.497], [-0.045, -0.097, 0.160], [-0.120, -0.001, -0.049], [0.117, 0.096, -0.039], [-0.168, -0.199, 0.063], [0.062, -0.005, -0.008], [-0.042, 0.005, -0.036], [0.054, 0.045, -0.058], [-0.001, 0.067, 0.002], [0.043, 0.022, -0.005], [0.030, 0.003, 0.006], [0.007, 0.074, -0.017], [-0.008, 0.016, -0.004], [-0.013, -0.004, 0.024], [0.012, 0.018, -0.004], [-0.012, -0.025, -0.010], [-0.008, -0.023, -0.002], [0.013, -0.021, 0.030], [-0.155, -0.135, 0.212], [-0.037, -0.020, -0.119], [-0.025, 0.030, 0.077], [-0.068, -0.091, -0.063], [0.074, 0.011, 0.029], [-0.052, -0.015, -0.046], [0.068, 0.054, -0.058], [-0.057, 0.101, -0.049], [0.112, 0.059, -0.024], [0.058, -0.020, 0.007], [0.023, 0.108, -0.035], [-0.010, 0.023, -0.006], [-0.013, 0.001, 0.025], [0.012, 0.020, -0.002], [0.000, 0.013, 0.005], [0.009, -0.028, 0.001], [0.020, -0.048, 0.063], [-0.015, 0.087, 0.037], [-0.057, -0.027, -0.097], [0.049, -0.001, 0.095], [-0.102, 0.085, -0.154], [-0.025, -0.011, 0.099], [-0.003, 0.005, -0.083], [0.021, -0.075, -0.020], [0.069, -0.006, 0.008], [0.007, -0.023, 0.019], [0.014, -0.010, 0.015], [0.047, -0.016, 0.005], [0.024, -0.008, -0.008], [0.011, 0.023, 0.007], [0.014, -0.016, 0.010], [-0.020, 0.009, -0.014], [-0.021, 0.005, 0.001], [-0.015, 0.022, 0.024], [0.027, 0.059, 0.064], [0.015, 0.024, -0.064], [0.038, -0.079, 0.043], [0.050, 0.100, -0.040], [-0.102, 0.024, 0.053], [0.070, 0.006, -0.062], [-0.089, -0.064, -0.040], [0.049, -0.104, 0.000], [-0.026, -0.018, -0.001], [-0.012, -0.018, 0.009], [0.005, -0.051, 0.010], [0.011, -0.025, -0.005], [0.013, 0.000, 0.025], [-0.010, -0.021, 0.001], [0.004, -0.002, -0.011], [0.005, 0.040, -0.007], [0.000, 0.049, 0.064], [0.053, 0.055, -0.060], [-0.022, 0.050, 0.055], [0.006, -0.088, -0.047], [-0.006, 0.097, -0.039], [0.076, -0.022, -0.039], [-0.051, 0.065, 0.048], [-0.020, -0.041, 0.005], [-0.024, -0.058, 0.002], [0.006, -0.033, 0.009], [-0.013, -0.020, -0.006], [-0.033, -0.034, -0.017], [-0.027, -0.015, -0.004], [-0.002, 0.000, -0.028], [-0.006, -0.026, -0.001], [0.003, 0.025, 0.016], [0.011, 0.011, 0.006], [0.028, 0.008, -0.017]]}



{"formula": "C5H6O2", "method": "the ωB97M-V functional and the def2-TZVPD basis", "relative_energy_kcal_mol": 112.8, "smiles": "O=CC=C=C=CO.[H][H]", "homo_energy_ev": -9.19, "max_force_ev_per_a": 1.74, "homo_lumo_gap_ha": 0.32273, "symbols": ["O", "C", "C", "C", "C", "C", "O", "H", "H", "H", "H", "H", "H"], "xyz": [[-0.9949, -2.6221, -0.1530], [-0.1351, -1.9703, 0.6324], [0.8920, -1.1689, 0.3220], [1.1532, 0.0684, 0.2645], [0.8435, 1.3581, 0.2614], [0.4194, 2.1354, -0.8968], [0.2858, 3.3438, -0.9423], [-0.9596, -2.2052, -1.0196], [-0.1764, -2.3979, 1.6069], [-1.4982, -0.3378, 0.3219], [1.1236, 1.9550, 1.0941], [-1.1788, 0.3453, 0.2659], [0.2256, 1.4962, -1.7575]], "atomic_forces_ev_per_a": [[0.163, 0.459, -0.344], [1.139, -1.288, 0.292], [-0.335, 0.249, -0.391], [-1.188, -0.007, -0.265], [1.378, 0.556, 0.104], [0.020, 0.354, -0.417], [0.088, -0.931, 0.289], [-0.129, -0.101, -0.454], [-0.144, -0.049, 0.872], [-0.248, 0.681, 0.026], [0.060, 0.417, 0.899], [-0.583, -0.274, 0.074], [-0.222, -0.066, -0.685]]}